The following is a DFT calculation (ωB97M-V/def2-TZVPD) of a structure of composition C13H17ClMnN2 at a distorted geometry.

Values from the calculation:
- multiplicity = 4
- orbital gap (spin up / spin down) (Eh) = 0.20232 / 0.25080
- HOMO (spin up / spin down) (eV) = -16.01 / -16.01
- energy (eV) = -60562.1090
- total charge = +2
- maximum force (Eh/bohr) = 0.042

Geometry as XYZ:
```
34
Properties=species:S:1:pos:R:3:forces:R:3:mulliken_charge:R:1
C -0.616120 1.060520 5.065048 -0.18 0.88 0.81 -0.660
C -0.871532 -0.420841 5.139993 0.15 -0.89 -0.60 -0.630
H 0.264754 1.311984 5.654149 0.15 0.15 -0.24 0.286
H -1.432830 1.594794 5.571454 0.19 0.11 -0.48 0.300
H -0.482062 1.448054 4.046350 -0.08 -0.02 0.25 0.076
H -0.897655 -0.846271 4.123063 0.04 -0.21 0.30 0.040
H -0.089291 -0.935280 5.703060 -0.10 -0.05 -0.18 0.290
H -1.816016 -0.671725 5.608870 -0.15 0.02 0.05 0.312
C 0.566037 2.484995 -0.812892 0.02 -0.55 -0.64 0.044
C 0.810951 3.427957 -1.802011 -0.04 -0.32 0.28 -0.717
C 0.994996 2.964783 -3.106158 -0.05 0.00 0.05 -0.360
C 0.941475 1.595391 -3.421368 -0.12 -0.80 0.58 -0.533
H 0.436871 2.703964 0.246376 0.00 0.23 -0.22 0.508
H 0.849416 4.480925 -1.521066 0.06 -0.29 -0.28 0.434
H 1.185606 3.699933 -3.885739 -0.02 -0.27 0.02 0.456
H 1.090863 1.233768 -4.437153 0.02 0.24 0.19 0.424
N 0.487366 1.177152 -1.142081 -0.21 -0.17 -0.08 0.070
C 0.686589 0.662094 -2.400692 0.02 1.76 0.01 0.431
C 0.586063 -0.807999 -2.433606 -0.28 -1.63 0.18 0.680
N 0.353382 -1.342887 -1.186327 -0.38 -0.04 -0.38 0.087
C 0.193348 -2.667257 -0.952932 0.06 0.66 -0.44 0.016
C 0.468600 -3.081558 -3.288733 -0.04 0.03 0.28 -0.399
C 0.220482 -3.573247 -2.005559 0.05 0.29 0.23 -0.745
H 0.037128 -2.938590 0.091683 0.01 -0.16 -0.28 0.534
H 0.038379 -4.626087 -1.793971 0.15 0.25 -0.19 0.427
C 0.663952 -1.709709 -3.506721 0.02 0.84 0.42 -0.459
H 0.857833 -1.316866 -4.500965 -0.03 -0.19 0.10 0.423
H 0.503407 -3.787887 -4.115750 0.02 0.27 0.04 0.461
Mn 0.133076 -0.079958 0.253618 2.14 -0.24 0.10 0.188
C -1.758262 -0.200343 0.698361 -1.08 -0.02 0.44 -0.596
H -2.121195 -1.196634 0.392085 0.19 0.41 0.07 0.313
H -2.299318 0.626651 0.207475 0.29 -0.32 0.09 0.296
H -1.696275 -0.084359 1.799787 0.06 -0.04 -0.37 0.245
Cl 1.709969 -0.185467 1.712344 -0.86 0.07 -0.11 -0.245
```
Forces are in eV/Å.